No. 1
An isolated molecule of C4H7NO at a distorted geometry, computed with ωB97M-V with the def2-TZVPD basis set.

Each line ends with the Löwdin charge.
Cartesian coordinates (Å):
C -1.66721 -1.10222 -0.03918  -0.01
C -0.32782 -1.12966 -0.22409  -0.15
N 0.40973 0.02933 -0.09907  -0.17
C -0.08013 1.39190 0.08890  -0.06
C 1.81848 -0.12092 -0.10914  -0.32
O 2.26837 -1.13910 0.19255  0.10
H -2.02416 -1.96812 0.50729  0.04
H -2.27987 -0.21168 0.20473  0.04
H 0.47022 -1.82752 -0.24361  0.10
H -1.22632 1.29476 0.00443  0.08
H 0.10281 1.88453 1.04419  0.08
H 0.34369 2.11616 -0.73570  0.12
H 2.19221 0.78255 -0.59131  0.13

Forces on the atoms, in the same order (eV/Å):
C 0.4134 -0.9967 1.3174
C -1.4160 2.7777 1.6651
N 1.5396 2.2303 -0.3843
C -1.8732 0.5601 -2.2019
C -4.4928 3.1485 -1.5694
O 3.5395 -3.6270 0.9731
H -0.6051 -0.5714 -1.1067
H 0.8756 -0.5080 -0.4500
H -0.6977 -2.0700 -0.1149
H 1.9599 0.7515 -0.1577
H 0.3578 -0.5550 0.2181
H -0.9767 -1.4135 1.3769
H 1.3756 0.2735 0.4343

Computed properties:
LUMO level	0.85	eV
ΔE to the lowest compared entry with this formula, charge and spin	67.0	kcal/mol
electronic energy	-7796.741	eV
structure (SMILES)	C=CN(C)C=O

---

No. 2
An isolated molecule of C4H7NO at a distorted geometry, computed with ωB97M-V with the def2-TZVPD basis set.

Each line ends with the Löwdin charge.
Cartesian coordinates (Å):
C 0.04755 -1.65237 -1.38154  -0.04
C 0.02222 -0.54092 -0.43851  -0.38
N 0.02522 0.62191 -0.91522  0.12
O 0.05661 1.55652 0.13203  -0.13
C 0.05617 0.92741 1.36247  -0.20
C -0.20788 -0.57459 1.03824  -0.09
H -0.64731 -1.52166 -2.18274  0.07
H -0.08711 -2.63113 -0.85371  0.10
H 1.00870 -1.73694 -1.87975  0.08
H -0.75807 1.33495 1.96016  0.12
H 1.07024 0.91207 1.88538  0.14
H 0.47875 -1.11298 1.63385  0.09
H -1.20291 -1.00706 1.30307  0.13

Forces on the atoms, in the same order (eV/Å):
C 0.6029 -2.2323 0.3146
C -0.5619 0.0782 0.4065
N 0.7339 1.0462 0.1675
O -0.1454 1.2339 -1.2499
C 0.1713 -2.1343 1.2186
C -0.6860 0.6034 0.4612
H -0.7408 -0.0466 -0.3161
H -0.2119 0.7895 -0.5760
H 0.3260 0.1184 0.0860
H 0.3919 0.2592 0.3105
H -1.1977 0.7844 -0.6262
H 0.8887 -1.1018 0.2068
H 0.4293 0.6019 -0.4035

Computed properties:
LUMO level	0.95	eV
ΔE to the lowest compared entry with this formula, charge and spin	62.2	kcal/mol
electronic energy	-7796.946	eV
structure (SMILES)	CC1=NOCC1

---

No. 3
An isolated molecule of C4H7NO, computed with ωB97M-V with the def2-TZVPD basis set.

Each line ends with the Löwdin charge.
Cartesian coordinates (Å):
C 0.49511 1.19596 1.26754  -0.06
C 0.54006 0.24996 0.08660  -0.44
C 0.86975 -1.18167 0.29546  0.08
N -0.73414 -0.46848 -0.15205  -0.01
C -1.22579 -0.70814 -1.43749  -0.30
O -0.75659 -0.23305 -2.44143  0.07
H -0.17074 2.04813 1.08949  0.08
H 1.50312 1.58091 1.45219  0.08
H 0.17310 0.66318 2.16806  0.08
H 0.81884 0.73748 -0.85126  0.14
H 1.15144 -1.59393 -0.68809  0.03
H -1.07112 -1.01963 0.62259  0.13
H -2.10366 -1.37560 -1.43280  0.14

Forces on the atoms, in the same order (eV/Å):
C 0.0290 -0.0479 0.0403
C 0.0312 0.0666 0.0821
C 0.3260 0.0924 -0.2749
N 0.0592 -0.1051 -0.3118
C 0.2443 0.1069 -0.2654
O -0.2490 -0.2354 0.5975
H 0.1050 -0.1605 -0.0326
H -0.1294 -0.0554 -0.0241
H 0.0397 0.0551 -0.1266
H -0.0374 -0.1015 0.1339
H 0.0836 0.1279 0.0639
H -0.5708 0.1785 0.1042
H 0.0686 0.0784 0.0136

Computed properties:
LUMO level	0.63	eV
ΔE to the lowest compared entry with this formula, charge and spin	97.6	kcal/mol
electronic energy	-7795.411	eV

---

No. 4
An isolated molecule of C4H7NO at a distorted geometry, computed with ωB97M-V with the def2-TZVPD basis set.

Each line ends with the Löwdin charge.
Cartesian coordinates (Å):
C 1.77407 0.56229 0.38476  -0.10
O 0.68089 -0.23029 0.78418  -0.15
C -0.25618 -0.30041 -0.24661  -0.40
C -1.49598 -1.03699 0.27100  -0.02
C -0.61661 1.08653 -0.80552  -0.17
N -0.96257 2.05739 -1.33838  0.15
H 2.39000 0.75814 1.26565  0.10
H 1.35883 1.48930 -0.03591  0.07
H 2.37270 0.06204 -0.39404  0.10
H 0.18967 -0.82191 -1.10994  0.15
H -1.45737 -2.12498 0.12474  0.09
H -1.60101 -0.84880 1.34626  0.09
H -2.37643 -0.65231 -0.24618  0.08

Forces on the atoms, in the same order (eV/Å):
C 0.3438 0.2218 -0.0792
O -0.1560 0.0994 -0.0170
C -0.3664 0.1251 -0.3241
C -0.2022 0.0900 -0.0415
C -0.6371 0.0923 -0.3300
N 0.4991 -1.1786 0.7775
H -0.1146 0.0022 -0.2129
H 0.6298 0.0894 0.2250
H -0.0855 0.0658 0.1867
H -0.1576 0.0656 0.0579
H 0.2550 0.3873 -0.0536
H 0.0204 0.0934 -0.2926
H -0.0288 -0.1537 0.1040

Computed properties:
LUMO level	0.89	eV
ΔE to the lowest compared entry with this formula, charge and spin	39.4	kcal/mol
electronic energy	-7797.934	eV
structure (SMILES)	CO[C@@H](C)C#N

---

No. 5
An isolated molecule of C4H7NO at a distorted geometry, computed with ωB97M-V with the def2-TZVPD basis set.

Each line ends with the Löwdin charge.
Cartesian coordinates (Å):
N -1.74571 1.82423 0.84116  0.13
C -1.62467 0.80415 0.30057  -0.26
C -1.12116 -0.54236 0.07170  -0.19
C 0.09825 -0.75651 -0.82358  -0.18
C 1.13296 0.23416 -0.27756  -0.24
O 1.03533 0.24453 1.15219  -0.10
H -0.47824 -0.36093 1.03906  0.13
H -1.90813 -1.30667 -0.05204  0.12
H 0.41512 -1.79140 -0.63317  0.12
H 0.02229 -0.65063 -1.91462  0.12
H 2.15094 -0.05987 -0.53099  0.12
H 0.89288 1.22579 -0.67818  0.12
H 1.13013 1.13551 1.50547  0.11

Forces on the atoms, in the same order (eV/Å):
N -0.3217 -0.6121 -0.9731
C -0.0844 1.2824 0.2537
C 0.3410 0.1410 0.6564
C 0.2272 0.1694 0.1350
C 0.2977 0.1105 -0.1393
O 0.8747 0.2082 0.1601
H -1.7393 -2.1320 -0.6143
H 0.5092 0.4187 0.5932
H 0.0083 0.2335 -0.0299
H -0.3034 0.1737 0.3297
H -0.0076 0.1272 -0.2614
H 0.2232 -0.0811 0.0777
H -0.0251 -0.0395 -0.1877

Computed properties:
LUMO level	0.79	eV
ΔE to the lowest compared entry with this formula, charge and spin	52.6	kcal/mol
electronic energy	-7797.361	eV
structure (SMILES)	N#CCCCO

---

No. 6
An isolated molecule of C4H7NO, computed with ωB97M-V with the def2-TZVPD basis set.

Each line ends with the Löwdin charge.
Cartesian coordinates (Å):
C 1.47436 -0.17412 -0.47427  -0.09
N 0.05425 0.13450 -0.63900  -0.03
C -0.94076 1.34144 0.64009  0.14
C -0.68621 0.00632 0.80006  -0.16
C -0.87735 -1.02452 -0.44967  -0.52
O -0.46191 -2.18544 -0.29171  -0.08
H 1.98272 0.61252 0.08912  0.09
H 1.89054 -0.19333 -1.48676  0.09
H 1.62348 -1.15740 -0.01713  0.08
H -0.58245 2.08939 1.34830  0.10
H -1.58479 1.69743 -0.15960  0.10
H -0.07244 -0.37875 1.60757  0.14
H -1.81944 -0.76805 -0.96700  0.14

Forces on the atoms, in the same order (eV/Å):
C 0.1450 -0.0239 0.0291
N 0.1262 -0.0600 -0.3202
C -0.0834 -0.0873 0.0935
C -0.0425 0.3126 0.4041
C -0.1655 0.0201 -0.1431
O -0.0023 -0.0050 -0.0882
H -0.0956 -0.1076 -0.0522
H -0.0790 0.0166 0.1189
H -0.0097 0.1520 -0.0336
H 0.0195 -0.0275 -0.0913
H 0.1574 -0.0977 0.0922
H -0.1123 0.0261 -0.1073
H 0.1422 -0.1184 0.0980

Computed properties:
LUMO level (alpha / beta)	-0.63 / -0.63	eV
ΔE to the lowest compared entry with this formula, charge and spin	127.3	kcal/mol
electronic energy	-7794.123	eV

---

No. 7
An isolated molecule of C4H7NO at a distorted geometry, computed with ωB97M-V with the def2-TZVPD basis set.

Each line ends with the Löwdin charge.
Cartesian coordinates (Å):
O 0.29714 -1.94896 0.34487  -0.03
C -0.28455 -0.85897 -0.31671  -0.37
C -1.03539 0.15852 0.57401  -0.09
C -0.01920 1.30325 0.39889  -0.23
N 1.22311 0.98230 0.48862  0.02
C 0.80346 0.12269 -0.79861  -0.13
H 0.94643 -1.55541 0.94649  0.10
H -0.92869 -1.27567 -1.09871  0.15
H -1.05617 -0.12916 1.63565  0.12
H -2.05506 0.38378 0.25565  0.11
H -0.32964 2.32166 0.13364  0.12
H 1.83393 -0.16866 -0.81674  0.11
H 0.60461 0.66463 -1.74704  0.12

Forces on the atoms, in the same order (eV/Å):
O 0.0453 -0.0045 0.3857
C 0.0663 0.2723 -0.1715
C -0.0808 0.0327 -0.0900
C -0.1102 0.5190 0.6525
N -0.8129 0.6671 -0.2688
C 0.8420 -0.6891 -0.2518
H -0.0315 -0.2054 0.0335
H 0.2877 0.2014 0.0463
H -0.0278 0.0610 -0.3317
H 0.0902 -0.0353 -0.1156
H -0.3669 0.2889 0.5174
H 0.3709 -1.1168 -1.0437
H -0.2725 0.0086 0.6378

Computed properties:
LUMO level	0.62	eV
ΔE to the lowest compared entry with this formula, charge and spin	104.2	kcal/mol
electronic energy	-7795.127	eV

---

No. 8
A structure of composition C4H7NO, computed with ωB97M-V with the def2-TZVPD basis set.

Each line ends with the Löwdin charge.
Cartesian coordinates (Å):
O 1.02305 -0.38589 1.44199  0.00
C 0.16107 -0.37623 0.25739  -0.54
C 0.31694 -1.79424 0.60757  0.12
N -0.57590 1.20659 -0.96392  -0.04
C -1.02810 0.58337 0.30370  -0.12
C 0.61871 0.33136 -1.02068  -0.13
H 1.93948 -0.51130 1.15265  0.12
H -1.21173 1.01938 -1.72351  0.09
H -0.48094 -2.01273 1.34084  0.03
H -0.99570 1.27760 1.14854  0.11
H -2.01032 0.09306 0.27635  0.12
H 0.69174 -0.33189 -1.89312  0.12
H 1.55170 0.90092 -0.92780  0.11

Forces on the atoms, in the same order (eV/Å):
O 0.2178 0.0508 0.0421
C 0.0133 -0.1067 -0.1853
C -0.2087 0.0886 0.0266
N -0.0684 0.0856 -0.0542
C -0.1226 -0.1264 0.1959
C 0.1878 -0.1398 -0.0415
H -0.1402 0.0352 0.0439
H -0.0719 0.0416 -0.0872
H 0.1322 0.0299 -0.0763
H -0.0272 -0.0668 -0.0519
H 0.2006 0.0940 -0.0342
H -0.0433 0.1146 0.2093
H -0.0693 -0.1005 0.0129

Computed properties:
LUMO level	0.80	eV
ΔE to the lowest compared entry with this formula, charge and spin	132.5	kcal/mol
electronic energy	-7793.900	eV

---

Q: What is the electronic energy in the fifth record?
A: -7797.361 eV